Computed, not measured: a single C10H11BrN2O2 molecule in a non-equilibrium geometry, with the ωB97M-V functional and the def2-TZVPD basis.

Summary:
Energy relative to the best compared isomer or geometry (same formula, charge and spin) = 36.8 kcal per mole
Frontier orbital gap = 8.05 eV
LUMO level = -0.60 eV
Net charge = 0

CARTESIAN COORDINATES (ANGSTROEM)
C1 -1.2883 -0.1859 -3.2974
C2 -0.7343 -0.4388 -1.8944
C3 -1.1819 0.0942 -0.6989
C4 -2.2782 1.1163 -0.5866
N1 -0.4749 -0.5675 0.3406
C5 0.2056 0.0398 1.4069
C6 -0.2018 1.2477 2.2147
Br1 0.5152 2.8954 1.3047
C7 1.4450 -0.5986 1.5126
C8 2.5668 -0.3563 2.4930
C9 1.5610 -1.5451 0.4324
O1 2.6330 -2.0851 0.1261
N2 0.4116 -1.4848 -0.3008
C10 0.3035 -1.4350 -1.6828
O2 0.9490 -2.0196 -2.5529
H1 -1.1951 -1.0356 -3.9566
H2 -2.3609 0.0722 -3.2352
H3 -0.6982 0.6556 -3.7567
H4 -1.9870 1.9281 0.0749
H5 -3.1235 0.5641 -0.1716
H6 -2.5833 1.5540 -1.5245
H7 -1.2784 1.3031 2.3151
H8 0.2029 1.1626 3.2263
H9 3.2496 0.3979 2.0835
H10 2.1843 -0.0275 3.4752
H11 3.1585 -1.2512 2.6524